Density functional theory data (the ωB97M-V functional and the def2-TZVPD basis) for 6 unconnected molecules or ions with the total composition C30H41NO20.

Structure (XYZ):
```
92
Properties=species:S:1:pos:R:3:forces:R:3
H -1.085 0.304 -3.663 0.0988 0.0179 -0.0554
N -0.552 1.029 -3.180 -0.2433 0.1618 0.3752
C -1.210 1.513 -2.205 0.1056 -0.1870 -0.2309
C -0.615 2.607 -1.364 0.1570 -0.0271 -0.1864
C -2.631 1.017 -1.866 0.4639 0.0387 0.2721
C -2.898 0.920 -0.395 0.1081 -0.4295 -0.0541
C -2.701 -0.121 0.428 -0.0548 0.4324 -0.0540
C -2.197 -1.478 0.051 -0.0945 0.0823 -0.0814
O -1.699 -2.177 1.172 -0.0346 -0.1241 -0.0879
C -0.758 -3.153 0.878 -0.2773 -1.0173 0.2227
C 0.541 -2.632 0.346 -0.1526 -0.1973 -0.1470
O -1.016 -4.310 1.101 0.2485 1.1431 -0.0954
C -3.099 0.317 1.807 0.2205 -0.5179 0.6294
O -2.984 -0.227 2.866 -0.2568 0.4634 -0.9191
O -3.632 1.595 1.701 0.1863 0.2310 -0.0635
C -3.453 2.041 0.402 -0.2662 0.7861 -0.0032
O -3.717 3.164 0.065 0.1504 -1.0344 0.2604
H 0.357 2.861 -1.782 -0.1287 0.0057 0.0761
H -1.250 3.494 -1.353 -0.1354 -0.0397 0.0617
H -0.461 2.273 -0.335 -0.0786 0.0024 -0.0185
H -2.727 0.026 -2.309 -0.2202 0.0866 -0.1235
H -3.346 1.705 -2.322 -0.0288 -0.0533 0.0002
H -1.437 -1.366 -0.729 -0.0425 0.0556 0.0705
H -3.030 -2.048 -0.387 0.0519 0.0328 0.0288
H 0.389 -2.255 -0.668 0.1698 0.0222 0.0553
H 0.903 -1.806 0.954 0.0537 -0.0194 -0.0281
H 1.248 -3.454 0.318 0.0848 0.1303 0.0058
C 3.357 3.056 -3.923 -0.2518 -0.0640 -0.0242
C 3.649 2.144 -2.760 0.0702 0.1159 -0.2010
C 4.007 0.715 -3.106 0.0389 -0.0703 0.0027
O 3.571 0.007 -1.935 -0.0385 -0.0232 -0.0725
C 2.570 0.718 -1.370 0.0807 0.0391 -0.2248
O 1.879 0.329 -0.485 -0.1594 0.0004 0.1587
O 2.478 1.939 -1.945 0.2005 0.0305 0.1909
H 2.895 3.979 -3.575 0.0791 0.0329 0.0319
H 4.281 3.306 -4.443 0.0264 -0.0077 0.0135
H 2.670 2.582 -4.625 -0.0074 -0.0219 0.0260
H 4.418 2.581 -2.117 0.0402 0.0045 -0.0269
H 5.070 0.551 -3.264 0.0041 -0.0501 0.1184
H 3.442 0.349 -3.966 -0.0171 0.0432 -0.0116
C 4.414 2.801 3.032 0.1883 -0.0107 0.0639
C 4.675 3.818 1.953 -0.0121 -0.0765 0.1119
C 4.920 3.266 0.568 -0.0845 -0.0635 -0.0815
O 5.755 4.271 -0.021 -0.0511 -0.0901 -0.0312
C 6.423 4.895 0.984 -0.0420 -0.0282 0.0753
O 7.318 5.655 0.828 0.0404 0.0210 -0.0148
O 5.915 4.521 2.182 -0.0334 0.0613 -0.0346
H 4.467 3.268 4.015 -0.0685 0.0354 -0.0160
H 3.422 2.368 2.906 -0.0104 -0.0067 -0.0269
H 5.152 1.999 3.000 0.0018 0.0066 -0.0263
H 3.878 4.567 1.927 0.0072 0.0172 -0.0028
H 4.011 3.140 -0.016 0.0097 0.1124 -0.0309
H 5.475 2.324 0.596 -0.0310 -0.0301 0.0500
C 5.091 -7.907 1.658 0.1195 0.1024 -0.1053
C 4.106 -6.805 1.946 0.0882 -0.0955 -0.0055
C 2.932 -6.697 0.998 -0.1566 -0.0073 -0.0015
O 2.617 -5.300 1.065 0.1043 -0.0419 -0.0331
C 3.751 -4.634 1.400 0.0029 -0.1062 0.0166
O 3.874 -3.454 1.369 -0.0008 0.0639 -0.0131
O 4.714 -5.509 1.774 -0.0343 0.0136 0.0510
H 5.997 -7.770 2.247 -0.0400 -0.0214 0.0628
H 4.657 -8.874 1.911 -0.0223 -0.0068 0.0011
H 5.373 -7.913 0.604 -0.0235 0.0156 -0.0026
H 3.754 -6.863 2.980 0.0010 0.0128 0.0070
H 2.067 -7.284 1.295 -0.0545 0.1071 0.0282
H 3.210 -6.942 -0.029 0.0414 -0.0444 0.0101
C -5.959 -0.034 -7.647 0.1457 -0.0668 -0.1070
C -5.203 0.060 -6.348 -0.0858 -0.0040 -0.1006
C -4.528 1.385 -6.063 0.0085 0.0673 0.0474
O -3.419 0.987 -5.242 -0.0402 0.0788 -0.0025
C -3.110 -0.291 -5.559 -0.0419 -0.0674 -0.0916
O -2.131 -0.860 -5.189 -0.0298 -0.0053 0.0919
O -4.064 -0.828 -6.345 -0.0186 -0.0014 0.0507
H -6.216 -1.070 -7.862 -0.0528 0.0031 0.0586
H -6.881 0.545 -7.586 -0.0065 0.0177 0.0132
H -5.360 0.343 -8.476 0.0144 0.0124 0.0201
H -5.840 -0.231 -5.508 0.0104 -0.0151 0.0073
H -5.151 2.095 -5.526 0.0659 -0.0293 0.1003
H -4.136 1.849 -6.970 -0.0392 -0.0075 -0.0351
C -4.899 0.598 5.441 -0.1144 -0.1706 0.1003
C -4.722 1.313 6.754 -0.0219 -0.0523 -0.1132
C -3.310 1.356 7.295 0.0731 0.0476 0.0486
O -3.529 1.433 8.711 0.0592 -0.0138 -0.0683
C -4.729 0.861 8.977 -0.0140 -0.0017 -0.0615
O -5.131 0.609 10.065 -0.0098 -0.0165 0.0381
O -5.399 0.623 7.826 -0.0149 0.0646 0.0069
H -5.956 0.424 5.243 -0.0048 0.0841 -0.0048
H -4.485 1.193 4.629 0.0352 0.0150 -0.0166
H -4.395 -0.368 5.448 0.0317 0.0095 0.0098
H -5.141 2.322 6.705 -0.0097 0.0008 0.0145
H -2.735 2.215 6.961 -0.0169 0.0448 0.1056
H -2.763 0.437 7.076 -0.0135 -0.0085 -0.0543
```
Positions in Å, forces in eV/Å.

LUMO energy in eV: -1.0
Net charge: 0
SMILES: [H]/N=C(/C)CC1=C(COC(C)=O)C(=O)OC1=O.C[C@@H]1COC(=O)O1.C[C@@H]1COC(=O)O1.C[C@@H]1COC(=O)O1.C[C@@H]1COC(=O)O1.C[C@@H]1COC(=O)O1
Kohn-Sham gap in eV: 8.851
E_HOMO in eV: -9.84
Total energy in eV: -74216.5811